The ion C5H13N2O with charge +1. Source: OMol25; level of theory: wB97M-V/def2-TZVPD.

Last column: Löwdin charge in e.
Cartesian coordinates (Å):
1 O 0.091 1.434 1.935  -0.18
2 N -1.314 -1.039 -2.716  0.09
3 N -0.949 1.071 -0.571  0.21
4 C -0.326 -1.113 -1.830  -0.13
5 C 0.756 0.289 2.523  -0.18
6 C 0.842 -0.761 1.319  -0.15
7 C 1.258 -0.225 -0.094  -0.14
8 C -0.076 -0.161 -0.840  -0.24
9 H -0.073 -0.140 3.334  0.17
10 H -2.094 -0.424 -2.681  0.09
11 H 1.707 0.663 2.958  0.12
12 H -0.990 1.660 -1.515  0.22
13 H -1.704 -1.738 -3.313  0.11
14 H -1.917 0.899 -0.406  0.14
15 H 0.102 2.296 2.488  0.15
16 H 0.674 -1.690 -1.978  0.17
17 H -0.054 -1.229 1.164  0.06
18 H -0.516 1.676 0.192  0.14
19 H 1.893 -0.987 -0.677  0.13
20 H 1.798 0.685 -0.154  0.10
21 H 1.558 -1.553 1.654  0.13

Cartesian forces, eV/Å:
O -0.267 2.633 0.604
N -1.798 -0.459 -1.672
N 1.778 1.207 -3.322
C 3.008 2.643 2.245
C -2.659 -0.848 0.179
C 4.221 1.378 1.984
C -1.437 -2.023 -0.254
C 0.482 -0.963 -1.803
H 2.757 0.866 -1.709
H -0.031 1.166 0.954
H -0.525 -0.879 -0.176
H 0.379 -1.232 2.358
H 1.092 -1.266 -0.126
H -0.878 -0.486 0.786
H 0.218 -2.491 -0.957
H -2.634 0.278 -0.172
H -2.356 -1.087 0.117
H -0.496 -1.112 -0.346
H -0.891 1.062 1.172
H 0.517 1.026 0.350
H -0.480 0.587 -0.213

Results
* SMILES: N/C=C(\[NH3+])CCCO
* total charge: +1
* F_max: 4.863 eV Å⁻¹
* 2S+1: 1
* calculated total energy: -382.7377 Eh
* Kohn-Sham gap: 0.328 Ha
* molar mass: 117.17 u

=====

A structure of composition C11H16F3N4OPtS. Source: OMol25; level of theory: wB97M-V/def2-TZVPD.

Last column: Löwdin charge in e.
Cartesian coordinates (Å):
1 Pt 0.598 0.057 0.568  0.87
2 S 0.889 2.447 -0.246  0.59
3 F -6.295 0.178 0.748  0.16
4 F -5.834 -1.803 1.489  0.17
5 F -6.002 -1.457 -0.644  0.16
6 O 2.620 -0.135 0.758  -0.18
7 N 4.287 -1.157 1.837  0.22
8 N 0.635 2.213 -2.887  0.13
9 N 2.764 2.016 -2.067  -0.04
10 N -1.397 -0.047 0.458  -0.16
11 C -2.174 0.359 1.472  -0.09
12 C 1.980 -1.956 2.143  -0.18
13 C 0.622 -1.252 2.134  -0.29
14 C 2.997 -1.026 1.560  -0.49
15 C -3.306 -1.013 -0.594  0.04
16 C -4.100 -0.605 0.463  -0.08
17 C -5.576 -0.927 0.507  -0.59
18 C 3.372 1.847 -3.374  -0.05
19 C 1.467 2.198 -1.842  -0.87
20 C -3.529 0.099 1.509  0.04
21 C -1.957 -0.716 -0.559  -0.09
22 H -0.200 -1.966 2.169  0.05
23 H -3.720 -1.551 -1.433  0.13
24 H 3.321 1.893 -1.237  0.12
25 H 0.956 2.135 -3.838  0.10
26 H -4.122 0.447 2.343  0.14
27 H -0.319 2.480 -2.720  0.10
28 H -1.682 0.915 2.256  0.12
29 H 3.063 2.648 -4.047  0.09
30 H 4.610 -1.863 2.476  0.13
31 H -1.295 -1.002 -1.363  0.12
32 H 4.451 1.909 -3.265  0.09
33 H 4.959 -0.540 1.413  0.13
34 H 1.967 -2.841 1.501  0.13
35 H 0.540 -0.575 2.990  0.06
36 H 3.122 0.881 -3.818  0.10
37 H 2.285 -2.288 3.139  0.12

Cartesian forces, eV/Å:
Pt 0.099 0.625 0.668
S -0.222 -0.510 -0.273
F 0.017 -0.038 -0.006
F 0.002 0.026 -0.032
F 0.007 0.015 0.035
O 0.378 0.197 0.021
N 0.009 -0.022 0.050
N -0.011 0.087 0.023
N -0.052 -0.082 0.035
N -0.139 -0.154 0.030
C 0.003 0.119 -0.037
C 0.030 0.099 0.199
C -0.107 -0.240 -0.512
C -0.112 -0.147 -0.153
C -0.003 0.040 -0.014
C -0.002 -0.011 0.003
C -0.027 0.005 -0.002
C 0.002 -0.039 -0.014
C 0.111 0.017 -0.111
C -0.006 0.032 -0.019
C -0.047 0.138 -0.047
H 0.046 -0.039 0.047
H 0.002 -0.011 0.006
H 0.018 0.095 0.004
H -0.002 -0.012 -0.003
H 0.004 -0.001 0.004
H -0.002 -0.008 0.000
H 0.005 -0.053 0.031
H 0.016 0.012 0.008
H -0.001 0.001 0.001
H 0.018 -0.064 0.037
H 0.000 -0.011 0.002
H -0.012 0.020 0.005
H -0.007 0.024 -0.043
H -0.024 -0.084 0.076
H -0.018 0.006 0.001
H 0.028 -0.033 -0.021

Results
* total charge: +1
* F_max: 0.920 eV Å⁻¹
* 2S+1: 1
* calculated total energy: -1540.0003 Eh
* Kohn-Sham gap: 0.299 Ha
* molar mass: 504.41 u

=====

A structure of composition C22H21ClCoN5S2Si. Source: OMol25; level of theory: wB97M-V/def2-TZVPD.

Last column: Löwdin charge in e.
Cartesian coordinates (Å):
1 Co 0.811 -1.209 -0.607  0.31
2 Cl 1.097 -0.259 -6.043  0.68
3 S -1.052 -2.088 -1.842  0.57
4 S 0.325 -2.851 1.046  0.57
5 Si -0.977 1.818 -0.145  0.36
6 N -4.994 -2.687 4.101  0.14
7 N 2.104 -0.720 -2.250  0.01
8 N -6.740 -1.839 0.458  0.14
9 N 2.101 -0.278 0.969  0.03
10 N 0.194 0.603 0.182  -0.09
11 C -1.998 -2.277 -0.380  -0.69
12 C 1.574 -0.881 -3.463  -0.17
13 C 2.631 1.107 -4.270  -0.09
14 C 1.130 1.428 2.337  -0.03
15 C -3.381 -2.106 -0.432  -0.09
16 C 3.158 0.311 3.010  -0.07
17 C 3.079 -0.450 1.857  -0.36
18 C -4.381 -2.605 3.131  -0.19
19 C 2.157 1.260 3.233  -0.09
20 C -2.220 -2.689 1.995  -0.08
21 C 3.191 1.262 -3.014  -0.04
22 C 1.823 0.010 -4.493  -0.64
23 C 2.903 0.329 -2.033  -0.11
24 C -1.635 1.562 -1.866  -0.18
25 C 4.096 -1.509 1.530  -0.04
26 C -0.188 3.525 -0.084  -0.18
27 C 1.104 0.628 1.167  -0.45
28 C -5.608 -2.010 0.573  -0.19
29 C -3.593 -2.503 1.928  -0.21
30 C -2.409 1.788 1.053  -0.16
31 C -4.187 -2.211 0.695  -0.22
32 C -1.395 -2.593 0.871  -0.70
33 H 3.959 0.153 3.719  0.10
34 H -2.029 0.550 -1.984  -0.02
35 H -2.995 0.874 0.922  0.02
36 H 4.366 -2.079 2.420  0.08
37 H 3.691 -2.195 0.786  0.07
38 H -3.841 -1.878 -1.385  0.11
39 H 5.010 -1.064 1.130  0.07
40 H 0.336 2.138 2.524  0.08
41 H 3.827 2.105 -2.785  0.11
42 H -1.766 -2.908 2.953  0.11
43 H 0.771 3.516 -0.611  0.02
44 H -0.837 1.685 -2.607  0.02
45 H 2.805 1.824 -5.061  0.11
46 H -0.003 3.865 0.938  0.01
47 H 0.928 -1.738 -3.607  0.07
48 H -0.835 4.262 -0.569  0.02
49 H -2.425 2.283 -2.094  0.03
50 H 2.179 1.860 4.137  0.10
51 H 3.286 0.422 -1.025  0.10
52 H -3.070 2.644 0.888  0.03
53 H -2.075 1.815 2.094  0.02

Cartesian forces, eV/Å:
Co -0.719 -0.259 0.335
Cl 0.019 0.024 0.017
S 0.114 0.071 0.024
S -0.066 0.085 -0.023
Si -0.016 -0.114 0.014
N -0.005 -0.014 0.013
N -0.059 0.294 -0.015
N -0.010 -0.016 -0.014
N 0.222 0.054 -0.060
N 0.352 0.019 0.039
C 0.075 -0.065 0.064
C 0.060 -0.131 -0.083
C 0.018 0.092 -0.081
C -0.027 0.014 -0.066
C 0.005 0.016 -0.102
C -0.034 0.022 0.017
C -0.039 -0.047 -0.022
C 0.134 0.034 -0.227
C 0.022 -0.013 0.028
C 0.066 -0.038 0.036
C 0.023 -0.070 0.064
C -0.017 -0.106 0.028
C 0.069 0.036 -0.021
C 0.019 -0.017 -0.161
C 0.008 -0.016 0.016
C 0.055 0.111 0.047
C 0.113 0.017 -0.096
C 0.269 -0.009 0.056
C -0.117 -0.034 0.290
C -0.152 -0.007 0.099
C -0.282 0.036 -0.111
C 0.004 -0.052 -0.116
H -0.007 0.007 0.003
H -0.008 0.018 -0.004
H 0.018 0.011 0.007
H 0.005 0.017 0.001
H -0.016 0.003 0.007
H 0.013 0.014 0.004
H -0.013 0.008 -0.010
H 0.008 -0.015 0.006
H -0.002 0.007 -0.015
H 0.005 -0.002 -0.006
H -0.021 0.023 -0.003
H -0.036 0.001 0.008
H 0.017 -0.015 0.003
H 0.015 0.010 -0.039
H -0.043 0.030 0.019
H 0.010 -0.008 0.013
H 0.020 -0.014 0.003
H -0.001 0.003 -0.006
H -0.044 0.014 0.011
H -0.023 -0.036 0.020
H 0.001 0.008 -0.012

Results
* total charge: -1
* F_max: 0.834 eV Å⁻¹
* 2S+1: 4
* calculated total energy: -4053.7720 Eh
* Kohn-Sham gap (alpha / beta): 0.233 / 0.235 Ha
* molar mass: 542.05 u

=====

A cluster of 3 separate species, C3H9S in total. Source: OMol25; level of theory: wB97M-V/def2-TZVPD.

Last column: Löwdin charge in e.
Cartesian coordinates (Å):
1 S 2.634 2.234 2.505  -0.48
2 C -0.712 -0.554 -1.078  -0.19
3 C -0.599 -1.958 -0.548  -0.20
4 C 0.691 1.963 0.949  -0.28
5 H 0.821 0.915 1.046  -0.10
6 H -1.797 -0.176 -1.012  0.08
7 H -0.935 -2.722 -1.224  0.04
8 H -1.049 -2.208 0.481  0.09
9 H 1.141 2.508 0.137  -0.05
10 H -0.105 0.180 -0.495  0.02
11 H -0.524 -0.392 -2.136  0.05
12 H 0.448 -2.198 -0.277  0.06
13 H -0.013 2.408 1.653  -0.05

Cartesian forces, eV/Å:
S -2.053 -0.218 -1.668
C -1.980 1.827 0.809
C 0.986 -1.010 2.099
C 2.563 0.936 3.006
H -0.081 -0.652 -0.314
H 1.345 -0.504 0.206
H -0.257 -0.316 -0.402
H -0.060 0.961 -1.533
H -0.325 0.005 -0.189
H -0.548 -0.688 -0.574
H 0.559 -0.530 -0.150
H -0.176 0.131 -0.648
H 0.026 0.059 -0.642

Results
* total charge: -1
* F_max: 4.060 eV Å⁻¹
* 2S+1: 1
* calculated total energy: -517.8118 Eh
* Kohn-Sham gap: 0.221 Ha
* molar mass: 77.17 u

=====

Q: Which of these has the lowest calculated total energy?
A: C22H21ClCoN5S2Si